(1)
Density functional theory data (the ωB97M-V functional and the def2-TZVPD basis) for a cluster of 4 separate species, C49H38ClNO11S in total in a non-equilibrium geometry.

Structure (XYZ):
```
101
Properties=species:S:1:pos:R:3:forces:R:3:lowdin_charge:R:1
O 2.2403 -5.6808 -3.9277 -0.031 -0.003 0.015 0.108
C 1.1809 -6.0665 -3.4788 0.285 0.093 -0.117 -0.276
C 0.3728 -5.1952 -2.5806 -0.098 -0.093 0.028 -0.079
C 0.8325 -3.9201 -2.2747 0.017 0.196 0.074 0.017
C 0.0739 -3.0843 -1.4721 -0.098 0.167 -0.041 -0.067
C -1.1509 -3.5198 -0.9710 0.048 0.020 -0.028 -0.031
C -1.6057 -4.7955 -1.2591 -0.063 0.130 0.097 0.007
C -0.8440 -5.6393 -2.0594 0.116 0.039 -0.071 -0.079
C -1.3375 -7.0153 -2.3466 -0.276 -0.118 0.123 -0.276
O -2.3681 -7.4203 -1.8508 0.027 0.018 -0.019 0.109
C -0.5400 -7.8787 -3.2611 0.109 0.088 -0.024 -0.083
C -1.0020 -9.1521 -3.5696 -0.028 -0.166 -0.075 -0.001
C -0.2873 -9.9538 -4.4437 0.048 0.049 -0.009 -0.056
C 0.8926 -9.4865 -5.0142 -0.054 0.003 0.048 -0.056
C 1.3643 -8.2234 -4.6993 0.068 -0.133 -0.109 -0.002
C 0.6541 -7.4167 -3.8188 -0.129 -0.013 0.053 -0.083
H 1.7832 -3.5827 -2.6700 -0.005 -0.132 -0.078 0.122
H 0.4389 -2.0694 -1.2320 -1.132 -2.627 -0.957 0.014
H -1.7494 -2.8608 -0.3512 0.027 -0.022 0.024 0.110
H -2.5540 -5.1365 -0.8661 0.039 -0.118 -0.047 0.123
H -1.9217 -9.5130 -3.1293 -0.009 0.124 0.052 0.121
H -0.6506 -10.9441 -4.6858 0.002 0.010 0.003 0.108
H 1.4447 -10.1114 -5.7042 -0.001 0.006 0.010 0.108
H 2.2833 -7.8614 -5.1404 -0.015 0.105 0.086 0.121
O -4.2772 2.4704 6.4992 -0.035 -0.009 0.000 0.111
C -5.4377 2.6646 6.2043 0.307 -0.042 0.057 -0.275
C -5.8081 3.1712 4.8532 -0.159 0.017 -0.024 -0.076
C -4.8097 3.4034 3.9140 0.165 0.003 -0.116 0.009
C -5.1465 3.8373 2.6429 -0.088 -0.014 0.015 -0.054
C -6.4798 4.0406 2.3021 0.057 -0.004 0.033 -0.056
C -7.4763 3.8270 3.2391 -0.007 0.056 -0.171 -0.003
C -7.1454 3.3979 4.5184 0.130 -0.052 0.076 -0.083
C -8.2276 3.1899 5.5197 -0.303 0.066 -0.090 -0.277
O -9.3837 3.4380 5.2454 0.027 -0.012 0.012 0.105
C -7.8595 2.6640 6.8634 0.132 -0.009 -0.004 -0.083
C -8.8591 2.4293 7.7996 -0.094 -0.056 0.148 -0.003
C -8.5349 1.9102 9.0416 0.063 -0.002 -0.015 -0.058
C -7.2099 1.6226 9.3539 -0.048 0.031 -0.042 -0.058
C -6.2088 1.8676 8.4292 0.000 -0.066 0.175 -0.003
C -6.5278 2.3934 7.1833 -0.121 0.021 -0.065 -0.082
H -3.7703 3.2428 4.1727 -0.032 -0.036 0.134 0.105
H -4.3680 4.0138 1.9116 0.002 0.001 0.017 0.101
H -6.7404 4.3683 1.3038 -0.002 0.004 0.012 0.107
H -8.5130 3.9898 2.9769 -0.023 -0.021 0.132 0.120
H -9.8894 2.6489 7.5542 0.049 0.029 -0.123 0.120
H -9.3153 1.7245 9.7683 0.006 0.001 -0.008 0.107
H -6.9597 1.2083 10.3220 0.001 0.008 -0.008 0.107
H -5.1783 1.6470 8.6731 0.029 0.063 -0.121 0.120
O 9.5764 3.4584 -3.8693 -0.029 -0.013 -0.008 0.107
C 8.5111 2.8805 -3.9278 0.277 0.145 0.026 -0.276
C 7.9715 2.1535 -2.7454 -0.112 -0.040 -0.068 -0.082
C 8.6891 2.1571 -1.5565 0.055 -0.012 0.185 -0.001
C 8.1786 1.5167 -0.4395 -0.058 -0.030 -0.032 -0.050
C 6.9477 0.8704 -0.5031 0.198 0.113 -0.232 -0.086
C 6.2366 0.8497 -1.6927 0.200 0.026 0.140 -0.035
C 6.7480 1.4850 -2.8161 0.108 0.085 -0.047 -0.076
C 5.9778 1.4372 -4.0891 -0.295 -0.171 0.002 -0.273
O 4.9402 0.8105 -4.1644 0.026 0.020 -0.003 0.104
C 6.5063 2.1809 -5.2658 0.113 0.048 0.049 -0.082
C 5.7846 2.1783 -6.4530 -0.060 0.041 -0.167 -0.003
C 6.2481 2.8919 -7.5454 0.052 0.021 0.033 -0.058
C 7.4351 3.6121 -7.4565 -0.046 -0.048 0.024 -0.057
C 8.1651 3.6067 -6.2798 0.028 0.079 -0.165 -0.002
C 7.7076 2.8882 -5.1822 -0.124 -0.065 0.028 -0.082
H 9.6432 2.6639 -1.5044 -0.031 0.044 -0.120 0.121
H 8.7375 1.5248 0.4875 -0.003 0.001 -0.009 0.109
H 6.5512 0.3850 0.3756 0.084 0.017 0.034 0.051
H 5.2861 0.3469 -1.7496 0.008 0.037 -0.221 0.057
H 4.8596 1.6219 -6.5199 0.020 -0.025 0.130 0.120
H 5.6826 2.8918 -8.4683 0.005 0.000 0.009 0.107
H 7.7909 4.1766 -8.3087 0.002 -0.008 0.008 0.107
H 9.0896 4.1640 -6.2118 0.013 -0.062 0.123 0.121
C -0.1012 3.5281 4.6133 -0.510 0.902 0.187 -0.075
O -1.3054 2.7967 4.3834 0.691 -0.594 0.121 -0.146
C -1.0658 1.6256 3.6738 0.378 0.255 0.593 -0.197
O -1.1994 1.9340 2.2702 -0.971 -0.184 0.220 0.049
C -1.8096 0.9721 1.5609 -0.241 -0.530 -0.607 -0.588
O -1.7397 -0.2093 1.7999 0.254 0.020 0.335 0.108
N -2.5225 1.4281 0.4501 0.821 0.161 0.294 0.072
C -2.0205 0.8240 -0.7896 -0.290 0.510 -0.446 -0.173
C -0.5721 1.2736 -1.1412 -0.659 0.033 -0.834 -0.157
C 0.2398 0.1447 -1.8115 -0.181 0.305 0.676 -0.178
C 1.2574 -0.5652 -0.8906 1.557 0.571 -0.937 -0.284
S 2.2878 0.5836 0.0453 -1.679 2.066 0.960 0.369
O 2.4686 1.8095 -0.6711 0.822 -0.668 -0.916 -0.313
O 1.6565 0.7876 1.3170 0.332 -1.005 0.282 -0.335
Cl 4.1167 -0.2798 0.3791 -0.813 -0.374 -0.013 0.488
H 0.7344 2.8891 4.9147 -0.107 -0.043 -0.293 0.091
H -0.2916 4.2192 5.4412 -0.093 -0.163 -0.122 0.091
H 0.1189 4.1422 3.7321 0.337 -0.268 0.069 0.094
H -0.0472 1.2597 3.8500 -0.133 0.041 -0.159 0.136
H -1.7722 0.8631 4.0077 -0.156 0.154 -0.455 0.146
H -2.5267 2.4402 0.3959 0.093 -0.056 -0.005 0.128
H -2.6984 1.1738 -1.5780 0.140 -0.184 0.049 0.120
H -2.1262 -0.2633 -0.7741 0.048 0.147 0.416 0.106
H -0.0817 1.7458 -0.2877 -0.008 -0.273 -0.024 0.091
H -0.6925 2.0647 -1.8920 0.240 0.012 0.231 0.117
H -0.4847 -0.6229 -2.1083 0.243 0.035 -0.075 0.105
H 0.7198 0.4664 -2.7377 0.177 0.104 0.316 0.125
H 1.9409 -1.1334 -1.5376 0.096 0.199 0.231 0.105
H 0.8285 -1.2928 -0.2144 0.280 1.027 1.123 0.090
```
Positions in Å, forces in eV/Å.

**Multiplicity**: 1
**SMILES**: O=C1c2ccccc2C(=O)c2ccccc21.O=C1c2ccccc2C(=O)c2ccccc21.O=C1c2ccccc2C(=O)c2ccccc21.COCOC(=O)NCCCCS(=O)(=O)Cl
**Orbital gap**: 8.68 eV

(2)
Density functional theory data (the ωB97M-V functional and the def2-TZVPD basis) for a structure of composition C26H22BrCsF6N8O2PS2Se2Te.

Structure (XYZ):
```
72
Properties=species:S:1:pos:R:3:forces:R:3:mulliken_spin:R:1
Cs 1.6341 -2.8214 -1.3837 0.179 -0.023 0.108 -0.002
Br 4.5904 2.5327 -1.0195 0.101 0.030 -0.084 0.000
C 3.4745 2.1826 -2.5246 0.034 0.085 0.101 0.003
C 3.0964 3.2454 -3.3337 0.026 -0.012 -0.036 -0.004
C 2.2750 2.9462 -4.4097 -0.018 -0.005 0.014 -0.001
C 1.8634 1.6388 -4.6083 0.008 0.022 -0.020 0.006
C 2.3096 0.6572 -3.7300 -0.097 -0.012 0.011 -0.007
N 3.1164 0.9373 -2.7027 -0.010 -0.084 0.035 -0.002
C 1.8143 -0.7810 -3.8180 0.019 -0.057 -0.028 0.000
O 2.6419 -1.6775 -4.0306 -0.001 0.104 -0.043 0.001
O 0.5828 -0.9086 -3.5821 -0.050 0.048 -0.097 0.014
H 3.4285 4.2505 -3.1192 0.009 -0.002 -0.002 0.000
H 1.9422 3.7361 -5.0732 0.006 -0.004 -0.006 -0.001
H 1.1891 1.3710 -5.4109 0.003 -0.002 -0.001 0.010
Se 2.1053 1.7888 2.9861 -0.013 0.001 -0.003 0.000
Se 3.1178 0.2141 1.5854 0.012 -0.090 0.033 0.000
C 2.2223 -1.3665 2.2602 0.027 0.041 0.016 -0.001
C 3.0236 -2.4060 2.7186 -0.014 -0.017 0.015 0.000
C 2.4156 -3.6078 3.0350 0.002 0.000 -0.004 0.000
C 1.0383 -3.7186 2.9217 0.000 -0.004 0.000 0.000
C 0.3282 -2.6108 2.4978 0.005 0.004 0.004 0.002
N 0.9015 -1.4511 2.1551 0.023 -0.016 -0.039 0.000
C 1.0832 2.7848 1.6943 -0.016 0.005 -0.053 0.000
C 0.0412 3.5889 2.1545 -0.005 -0.005 -0.029 0.000
C -0.7068 4.2799 1.2208 -0.007 -0.015 -0.028 0.001
C -0.3943 4.1500 -0.1268 -0.008 0.015 0.029 0.001
C 0.6776 3.3443 -0.4730 0.001 0.015 -0.013 -0.003
N 1.4123 2.6819 0.4198 -0.111 -0.009 0.061 -0.002
H 4.0955 -2.2776 2.7690 -0.005 -0.002 -0.001 0.000
H 3.0103 -4.4605 3.3361 -0.005 -0.002 0.007 0.000
H 0.5314 -4.6548 3.1022 -0.013 -0.001 0.005 0.000
H -0.7503 -2.6635 2.3993 0.006 -0.016 0.001 0.000
H -0.1894 3.6356 3.2113 -0.001 0.006 0.007 0.000
H -1.5435 4.8932 1.5344 0.001 -0.001 0.000 0.000
H -0.9773 4.6454 -0.8911 0.012 -0.004 0.010 -0.001
H 0.9613 3.2090 -1.5121 -0.026 0.012 0.035 0.008
C -1.9166 0.4789 3.3399 0.023 -0.003 0.003 -0.001
C -2.2741 -0.4566 2.2519 -0.005 0.017 -0.004 -0.004
N -3.0851 -1.4673 2.3314 -0.011 0.019 0.000 0.006
N -3.0466 -2.0145 1.0755 -0.013 -0.014 -0.015 0.019
C -2.2060 -1.3886 0.2350 0.037 -0.019 0.025 -0.006
S -1.8552 -1.7366 -1.3639 -0.012 -0.023 -0.027 0.095
N -1.7267 -0.3685 1.0010 -0.005 0.000 0.006 0.006
N -0.7872 0.5913 0.6504 0.020 0.009 0.012 -0.015
H -2.4782 0.2186 4.2339 -0.002 0.005 -0.001 0.000
H -2.1363 1.5022 3.0352 -0.001 0.025 -0.002 0.000
H -0.8439 0.4181 3.5361 -0.010 0.002 0.000 0.000
H -3.5331 -2.8685 0.8676 0.007 -0.004 0.007 0.000
H -0.8848 0.7876 -0.3457 0.001 -0.006 0.007 0.008
H 0.1343 0.1841 0.8256 -0.004 -0.009 0.002 0.001
Te -1.4104 1.0535 -3.0178 -0.022 0.012 -0.036 0.905
C -3.0793 1.9774 -2.0654 -0.019 -0.052 0.029 -0.042
C -3.2828 3.3540 -2.1765 0.014 0.004 0.016 -0.004
C -4.3376 3.9789 -1.5251 0.003 0.006 -0.003 0.013
C -5.2097 3.2419 -0.7350 -0.002 0.003 0.001 -0.001
C -5.0218 1.8712 -0.6201 0.004 -0.001 -0.004 0.003
C -3.9752 1.2451 -1.2837 -0.016 0.036 -0.011 0.004
H -2.6026 3.9499 -2.7764 -0.005 -0.002 -0.005 -0.017
H -4.4733 5.0497 -1.6292 0.003 0.001 -0.001 0.000
H -6.0267 3.7294 -0.2173 0.001 0.004 0.000 -0.001
H -5.6955 1.2793 -0.0110 -0.001 0.003 0.001 0.000
H -3.8520 0.1724 -1.2011 -0.014 -0.002 -0.005 0.003
F 1.0404 -5.2437 0.2824 0.015 -0.020 -0.036 0.000
P 0.3751 -6.7111 0.5603 0.007 0.024 0.071 0.000
F 1.2214 -6.8116 1.9439 -0.020 -0.004 -0.012 0.000
F 1.5901 -7.4117 -0.2380 -0.021 0.017 0.006 0.000
F -0.2904 -8.1527 0.8528 -0.024 -0.026 0.002 0.000
F -0.8340 -5.9813 1.3704 -0.014 -0.006 0.007 0.000
F -0.4671 -6.5784 -0.8122 -0.005 -0.005 -0.002 0.000
S 6.9199 -1.4683 0.9377 -0.028 0.016 0.091 0.000
C 5.3878 -1.7556 0.4045 0.074 -0.123 -0.176 0.000
N 4.3011 -1.9767 0.0300 -0.029 0.112 0.046 0.000
```
Positions in Å, forces in eV/Å.

**Multiplicity**: 2
**Total charge**: -2
**Relative energy (zero: lowest compared OMol25 entry of this formula, charge and spin)**: 23.1 kJ/mol
**Orbital gap (alpha / beta)**: 6.27 / 5.65 eV